No. 1
This record from OMol25 describes a 11-piece molecular cluster, C7H34O11 overall at a distorted geometry. The level of theory is ωB97M-V with the def2-TZVPD basis set.

Calculated values
HOMO level = -9.6934 eV
SMILES = CCCC/C=C/CO.O.O.O.O.O.O.O.O.O.O
Gap between HOMO and LUMO = 9.8 eV
E_tot = -30332.9333 eV
Energy relative to the best compared isomer or geometry (same formula, charge and spin) = 89.09 kJ/mol
Strongest force on any atom = 2.1 eV/Å

The geometry in XYZ format:
```
52
C7H34O11, DFT ωB97M-V with the def2-TZVPD basis set
C -2.57 2.19 -1.85
C -2.99 0.72 -1.88
C -2.43 0.01 -0.66
C -0.90 -0.23 -0.78
C -0.12 0.38 0.37
C 1.02 -0.13 0.83
C 1.70 0.45 2.06
O 3.11 0.28 2.02
H -2.16 2.52 -2.81
H -3.42 2.88 -1.80
H -1.87 2.44 -1.05
H -4.05 0.56 -1.99
H -2.53 0.31 -2.79
H -2.93 -0.96 -0.52
H -2.76 0.50 0.25
H -0.58 0.22 -1.72
H -0.79 -1.30 -0.86
H -0.53 1.30 0.77
H 1.53 -0.96 0.37
H 1.52 1.52 2.14
H 1.24 0.00 2.95
H 3.27 -0.66 2.12
O 3.33 -1.31 -1.73
H 3.35 -0.36 -1.61
H 2.50 -1.35 -2.29
O -0.43 -3.10 1.11
H -0.11 -3.72 1.76
H 0.18 -2.66 0.51
O -0.68 2.04 4.45
H -1.11 2.38 3.65
H -0.60 1.09 4.38
O 1.17 -1.35 -3.18
H 0.63 -2.11 -2.90
H 1.30 -1.40 -4.14
O -2.17 1.90 2.11
H -3.07 2.19 1.98
H -2.20 1.01 2.53
O 0.12 -3.53 -1.96
H 0.97 -3.41 -1.49
H -0.55 -3.83 -1.33
O 2.15 -3.06 -0.18
H 2.51 -2.25 -0.59
H 2.78 -3.71 -0.48
O -1.62 -0.55 3.05
H -0.91 -0.76 2.43
H -2.06 -1.39 3.20
O 0.69 3.51 -1.64
H 0.66 2.56 -1.80
H 1.62 3.70 -1.55
O 3.11 2.55 -0.20
H 2.94 3.17 0.52
H 2.76 1.75 0.21
```


No. 2
This record from OMol25 describes a 13-piece molecular cluster, C7H34O13 overall at a distorted geometry. The level of theory is ωB97M-V with the def2-TZVPD basis set.

Calculated values
HOMO level = -8.5830 eV
Gap between HOMO and LUMO = 8.7 eV
E_tot = -34423.5867 eV
Energy relative to the best compared isomer or geometry (same formula, charge and spin) = 557.52 kJ/mol
Strongest force on any atom = 6.7 eV/Å

The geometry in XYZ format:
```
54
C7H34O13, DFT ωB97M-V with the def2-TZVPD basis set
O -0.25 1.18 -2.62
C -0.84 0.06 -2.71
C -2.13 -0.46 -1.91
C -1.81 -0.31 -0.52
C -0.49 -0.91 -0.11
C 0.17 -0.47 0.97
C 1.54 -0.84 1.22
C 2.03 -1.02 2.50
H -0.60 -0.57 -3.49
H -3.06 0.03 -2.21
H -2.20 -1.52 -2.13
H -1.71 0.73 -0.38
H -2.64 -0.74 0.10
H 0.00 -1.71 -0.74
H -0.32 0.22 1.62
H 2.16 -1.08 0.29
H 2.93 -1.35 2.85
H 1.30 -0.86 3.37
H 1.99 1.80 0.29
H 1.18 0.72 -0.55
O 1.12 1.53 -0.05
H -2.41 1.72 2.05
H -3.26 1.15 3.16
O -2.60 0.84 2.52
H -0.73 -2.94 1.43
H -0.21 -4.38 1.78
O 0.04 -3.58 1.28
H -3.52 1.54 -0.75
H -2.47 2.52 -1.06
O -3.40 2.34 -1.40
H 0.90 4.42 -1.17
H 0.01 3.12 -1.53
O 0.00 4.12 -1.34
H -1.90 -1.30 2.42
H -2.75 -2.65 2.82
O -2.27 -2.16 2.15
H 1.60 1.83 1.66
H 2.12 3.03 2.54
O 2.27 2.17 2.38
H 3.77 1.25 1.15
H 3.79 -0.02 0.23
O 3.73 0.94 0.32
H 1.77 -4.58 0.32
H 1.75 -3.00 0.26
O 1.97 -3.83 -0.29
H 0.05 -2.93 -3.29
H 0.05 -2.89 -1.81
O -0.17 -2.32 -2.62
H 2.70 -2.39 -1.92
H 2.12 -1.27 -2.41
O 2.80 -1.39 -1.78
H -1.04 3.99 1.03
H -2.21 3.64 0.14
O -2.00 3.69 1.11
```


No. 3
This record from OMol25 describes a 13-piece molecular cluster, C7H34O13 overall at a distorted geometry. The level of theory is ωB97M-V with the def2-TZVPD basis set.

Calculated values
HOMO level = -8.7387 eV
Gap between HOMO and LUMO = 8.9 eV
E_tot = -34426.0205 eV
Energy relative to the best compared isomer or geometry (same formula, charge and spin) = 322.69 kJ/mol
Strongest force on any atom = 2.0 eV/Å

The geometry in XYZ format:
```
54
C7H34O13, DFT ωB97M-V with the def2-TZVPD basis set
O 0.03 1.73 -1.75
C 1.11 1.72 -2.28
C 2.12 0.59 -2.20
C 1.36 -0.55 -1.44
C 1.08 -0.25 0.02
C 0.31 -0.95 0.85
C -0.03 -0.40 2.21
C -0.72 -1.22 2.99
H 1.39 2.60 -2.86
H 2.62 0.31 -3.13
H 2.91 1.04 -1.58
H 0.44 -0.58 -2.03
H 1.86 -1.53 -1.48
H 1.56 0.63 0.43
H -0.21 -1.92 0.79
H 0.36 0.62 2.32
H -1.42 -1.11 3.82
H -0.87 -2.24 2.62
H -2.40 1.35 0.49
H -2.29 0.32 -0.51
O -3.01 0.78 -0.02
H -1.87 -2.70 -1.02
H -2.35 -3.27 0.40
O -1.60 -3.02 -0.14
H 2.81 -1.69 1.90
H 2.28 -0.99 3.07
O 3.13 -1.23 2.70
H 0.34 -2.11 -3.15
H 0.80 -1.31 -4.41
O 0.12 -1.90 -4.08
H -3.66 1.40 -1.78
H -3.12 1.65 -3.14
O -3.34 0.90 -2.57
H 1.97 -4.07 1.41
H 0.97 -3.36 0.58
O 1.93 -3.43 0.69
H -3.18 -0.60 1.54
H -3.73 0.54 2.10
O -3.58 -0.37 2.37
H -1.66 2.17 3.03
H -1.33 2.93 1.70
O -2.01 2.48 2.20
H 3.37 0.89 2.87
H 3.04 0.76 1.39
O 3.00 1.39 2.12
H 3.69 2.69 0.65
H 2.52 2.04 -0.08
O 3.32 2.53 -0.23
H 1.18 3.33 0.84
H -0.12 3.30 0.16
O 0.34 2.87 0.90
H -3.12 -1.19 -2.37
H -1.61 -1.20 -2.74
O -2.35 -1.75 -2.50
```


No. 4
This record from OMol25 describes a 14-piece molecular cluster, C7H35NO13 overall at a distorted geometry. The level of theory is ωB97M-V with the def2-TZVPD basis set.

Calculated values
HOMO level = -7.6567 eV
Gap between HOMO and LUMO = 7.6 eV
E_tot = -35936.1438 eV
Energy relative to the best compared isomer or geometry (same formula, charge and spin) = 0.00 kJ/mol
Strongest force on any atom = 2.4 eV/Å

The geometry in XYZ format:
```
56
C7H35NO13, DFT ωB97M-V with the def2-TZVPD basis set
C -0.36 -3.98 -1.94
C 0.88 -3.72 -1.37
N 0.96 -2.39 -1.04
C -0.25 -1.78 -1.39
C -1.07 -2.77 -1.94
C 0.13 2.00 -0.61
C 0.37 0.55 -0.78
C -0.52 -0.37 -1.19
H -0.72 -4.91 -2.34
H 1.74 -4.42 -1.19
H 1.75 -1.86 -0.70
H -2.06 -2.57 -2.36
H 0.56 2.61 -1.45
H 0.53 2.37 0.30
H -0.93 2.25 -0.62
H 1.38 0.20 -0.52
H -1.57 -0.14 -1.44
H -2.36 2.49 -3.10
H -1.16 1.60 -2.90
O -2.11 1.70 -2.65
H -2.88 1.50 -1.07
H -3.54 0.48 -0.11
O -3.33 1.41 -0.21
H 2.71 0.94 1.66
H 2.17 0.15 2.90
O 2.50 1.04 2.58
H 3.06 2.30 -1.89
H 1.96 1.40 -2.68
O 2.85 1.40 -2.26
H -2.01 -0.16 2.48
H -0.98 -1.32 2.12
O -1.91 -1.16 2.42
H 0.39 -0.09 3.43
H 0.57 -1.64 3.76
O 0.81 -0.97 3.11
H 0.87 1.73 3.15
H -0.67 1.68 3.03
O 0.08 1.52 3.66
H -3.00 -1.25 1.15
H -3.20 -1.89 -0.29
O -3.57 -1.24 0.31
H 3.11 2.98 0.05
H 4.11 3.90 -0.71
O 3.21 3.59 -0.75
H -1.09 -3.43 4.33
H -1.50 -1.97 3.90
O -0.93 -2.51 4.51
H -2.96 1.86 2.74
H -2.51 1.51 1.26
O -2.24 1.49 2.25
H 0.56 1.10 -4.41
H 0.38 0.15 -3.22
O 0.44 1.09 -3.46
H 4.45 -1.10 -1.17
H 3.38 -0.27 -1.89
O 3.54 -1.10 -1.46
```


No. 5
This record from OMol25 describes a 14-piece molecular cluster, C7H36O13 overall at a distorted geometry. The level of theory is ωB97M-V with the def2-TZVPD basis set.

Calculated values
HOMO level = -8.9426 eV
Gap between HOMO and LUMO = 9.0 eV
E_tot = -34458.8633 eV
Energy relative to the best compared isomer or geometry (same formula, charge and spin) = 265.68 kJ/mol
Strongest force on any atom = 2.1 eV/Å

The geometry in XYZ format:
```
56
C7H36O13, DFT ωB97M-V with the def2-TZVPD basis set
C 0.54 -1.07 -1.89
C 1.71 -1.22 -2.52
C -0.88 -1.63 -0.01
C 0.33 -1.26 -0.43
C -1.33 -1.52 3.85
C -1.02 -1.20 2.43
C -1.25 -1.96 1.36
H -0.32 -0.87 -2.50
H 2.72 -1.52 -2.24
H 1.88 -1.24 -3.59
H -1.69 -1.68 -0.71
H 1.23 -1.14 0.16
H -1.65 -2.56 3.94
H -0.44 -1.34 4.44
H -2.19 -0.93 4.18
H -0.55 -0.27 2.11
H -1.76 -2.93 1.40
H -0.67 4.54 1.55
H -0.94 3.05 1.33
O -1.34 3.93 1.21
H 1.71 3.47 2.31
H 1.49 4.23 0.92
O 1.38 4.25 1.87
H 0.11 -4.07 -1.48
H 0.64 -3.47 -2.69
O -0.09 -4.04 -2.42
H -3.04 -0.47 -3.53
H -2.68 -1.05 -2.26
O -2.48 -0.25 -2.77
H 1.56 -2.90 3.29
H 0.84 -2.89 2.01
O 1.47 -3.43 2.51
H -0.36 2.38 -0.35
H 0.03 1.08 -0.52
O 0.14 1.73 0.18
H 0.02 2.49 3.77
H 0.15 1.61 2.42
O 0.59 2.11 3.10
H -1.66 -3.31 -2.19
H -2.66 -4.16 -1.34
O -2.56 -3.28 -1.77
H -2.20 1.52 -1.99
H -3.10 2.83 -1.64
O -2.23 2.43 -1.62
H 3.13 2.22 1.33
H 2.33 1.56 0.14
O 2.95 1.40 0.87
H 2.55 -0.59 3.10
H 2.30 -0.02 1.80
O 2.10 -0.85 2.29
H -0.26 1.02 -3.86
H -0.67 2.43 -3.95
O 0.11 1.86 -4.12
H 2.34 1.63 -2.44
H 1.77 2.87 -2.94
O 1.97 2.46 -2.10
```


No. 6
This record from OMol25 describes a 11-piece molecular cluster, C7H37NO10 overall at a distorted geometry. The level of theory is ωB97M-V with the def2-TZVPD basis set.

Calculated values
HOMO level = -8.8804 eV
SMILES = CC(C)CNC(C)C.O.O.O.O.O.O.O.O.O.O
Gap between HOMO and LUMO = 8.8 eV
E_tot = -29823.5861 eV
Energy relative to the best compared isomer or geometry (same formula, charge and spin) = 212.13 kJ/mol
Strongest force on any atom = 3.2 eV/Å

The geometry in XYZ format:
```
55
C7H37NO10, DFT ωB97M-V with the def2-TZVPD basis set
C 2.42 -1.82 0.44
C 1.37 -0.97 1.16
C 1.62 0.51 1.37
C 0.08 -1.16 0.16
N -0.87 -0.08 0.29
C -2.13 -0.29 -0.47
C -1.74 -0.43 -1.96
C -2.84 -1.53 0.09
H 2.43 -1.73 -0.64
H 3.42 -1.52 0.81
H 2.31 -2.85 0.76
H 0.96 -1.38 2.08
H 2.44 0.73 2.06
H 1.79 1.01 0.45
H 0.74 0.95 1.82
H -0.21 -2.18 0.47
H 0.58 -1.24 -0.80
H -1.02 -0.01 1.30
H -2.75 0.59 -0.53
H -2.52 0.05 -2.56
H -1.69 -1.45 -2.32
H -0.85 0.15 -2.19
H -3.89 -1.30 0.25
H -2.64 -2.41 -0.53
H -2.40 -1.97 0.99
O -0.65 1.60 3.70
H -0.63 1.63 4.66
H -1.51 1.17 3.58
O 1.41 4.40 1.10
H 1.44 4.07 0.20
H 0.47 4.50 1.30
O -1.10 3.09 1.20
H -1.28 3.09 2.15
H -0.57 2.29 1.08
O -2.49 2.84 -1.33
H -1.74 3.43 -1.47
H -2.63 3.22 -0.45
O 1.12 0.62 -4.29
H 1.37 0.93 -3.40
H 0.69 1.44 -4.56
O -0.50 -4.39 -0.33
H -1.25 -4.73 -0.82
H 0.15 -4.01 -0.94
O 0.17 -2.75 -3.03
H -0.34 -1.92 -2.91
H 0.92 -2.20 -3.33
O -1.15 -1.35 3.33
H -0.36 -1.30 3.88
H -1.57 -2.18 3.57
O 1.15 1.68 -1.66
H 1.91 1.83 -1.07
H 0.57 1.17 -1.06
O 3.63 0.83 -0.79
H 4.57 1.07 -0.79
H 3.57 0.25 -0.03
```